# 1
{"formula": "C5H14O3", "method": "ωB97M-V/def2-TZVPD", "e_above_lowest_kj_mol": 142.48, "total_energy_ha": -424.5520, "lumo_energy_ev": 0.54, "homo_ev": -9.20, "smiles": "CC/C=C/CO.O.O", "multiplicity": 1, "largest_force_ev_per_a": 3.25, "elements": ["C", "C", "C", "C", "C", "O", "H", "H", "H", "H", "H", "H", "H", "H", "H", "H", "O", "H", "H", "O", "H", "H"], "positions_angstrom": [[-2.52952, 0.03617, -0.34431], [-1.71468, 0.50417, 0.85457], [-0.26193, 0.16222, 0.73543], [0.32936, -0.67321, 1.58847], [1.70385, -1.21632, 1.46197], [2.79869, -0.30564, 1.55291], [-3.18405, 0.79108, -0.78105], [-3.18485, -0.76352, 0.01713], [-1.96713, -0.49088, -1.11733], [-2.21979, 0.19678, 1.76424], [-1.75380, 1.60454, 0.97883], [0.45751, 0.79960, 0.21853], [-0.25474, -1.27426, 2.29124], [1.94441, -1.71324, 0.47492], [1.95189, -2.15044, 1.96515], [2.68314, 0.30682, 2.27489], [-0.53008, -0.75177, -3.56678], [-1.20312, -0.23848, -3.08349], [0.26464, -0.23892, -3.68785], [1.82183, 1.70554, -1.24080], [2.62667, 1.18065, -1.43407], [2.22170, 2.52912, -0.92261]], "lowdin_charge": [-0.100, -0.255, -0.103, -0.098, -0.285, -0.082, 0.071, 0.072, 0.051, 0.101, 0.111, 0.090, 0.106, 0.129, 0.101, 0.073, -0.062, 0.025, 0.022, -0.072, 0.059, 0.047]}

# 2
{"formula": "C4H9O2", "method": "ωB97M-V/def2-TZVPD", "e_above_lowest_kj_mol": 20.71, "total_energy_ha": -308.3370, "total_charge": -1, "lumo_energy_ev": 3.82, "homo_ev": -3.83, "multiplicity": 1, "largest_force_ev_per_a": 0.91, "elements": ["C", "C", "O", "O", "H", "H", "H", "C", "C", "H", "H", "H", "H", "H", "H"], "positions_angstrom": [[-0.08533, 1.48364, -1.03684], [-0.73939, 0.16920, -1.52410], [-1.38524, -0.46437, -0.66143], [-0.55279, -0.11296, -2.73280], [0.67904, 1.24136, -0.29408], [-0.81742, 2.08099, -0.48968], [0.37902, 2.01505, -1.86114], [0.41466, -0.68476, 2.39716], [1.90552, -0.50346, 2.71993], [0.07067, -1.70810, 2.49601], [-0.23624, -0.11669, 3.05762], [0.19002, -0.36316, 1.38349], [2.07809, -0.07411, 3.69888], [2.38993, 0.07325, 1.93917], [2.41871, -1.47413, 2.74037]], "lowdin_charge": [-0.064, -0.810, -0.112, -0.118, 0.037, 0.054, 0.046, -0.156, -0.171, 0.057, 0.056, 0.034, 0.044, 0.050, 0.054]}

# 3
{"formula": "C48H49N3O", "method": "ωB97M-V/def2-TZVPD", "e_above_lowest_kj_mol": 1.93, "total_energy_ha": -2097.8768, "lumo_energy_ev": -0.69, "homo_ev": -6.69, "multiplicity": 1, "largest_force_ev_per_a": 2.39, "elements": ["C", "C", "C", "C", "C", "C", "N", "C", "N", "C", "C", "C", "C", "C", "C", "C", "C", "C", "C", "C", "C", "C", "C", "H", "H", "H", "H", "H", "H", "H", "H", "H", "H", "H", "H", "H", "H", "H", "H", "H", "H", "H", "H", "H", "H", "H", "H", "H", "H", "C", "N", "C", "C", "C", "C", "C", "C", "C", "C", "C", "C", "C", "C", "C", "C", "C", "C", "O", "C", "C", "C", "C", "C", "C", "C", "C", "C", "C", "H", "H", "H", "H", "H", "H", "H", "H", "H", "H", "H", "H", "H", "H", "H", "H", "H", "H", "H", "H", "H", "H", "H"], "positions_angstrom": [[8.43333, -2.20748, 0.60885], [7.10557, -1.74597, 0.07972], [6.55680, -2.39579, -1.02524], [5.32084, -2.01905, -1.55262], [4.78067, -2.85693, -2.66909], [4.63508, -0.89455, -1.02268], [3.52434, -0.34552, -1.76456], [2.26141, 0.00587, -1.39387], [1.62413, 0.52464, -2.50250], [0.35451, 1.15175, -2.58111], [0.00877, 2.04409, -1.54673], [1.05153, 2.43312, -0.55543], [-1.32223, 2.43659, -1.39126], [-2.28806, 2.07458, -2.33671], [-3.73285, 2.42797, -2.11989], [-1.87654, 1.34664, -3.45413], [-0.57996, 0.85269, -3.60127], [-0.32022, 0.00896, -4.81175], [2.45794, 0.43450, -3.68453], [3.81007, 0.10362, -3.13637], [5.19048, -0.22612, 0.09263], [4.58515, 1.01777, 0.66474], [6.39264, -0.68917, 0.64348], [8.80498, -1.54976, 1.40145], [8.34206, -3.22757, 1.00803], [9.19431, -2.22853, -0.18535], [7.09917, -3.24578, -1.44866], [3.71112, -3.06607, -2.56562], [4.99742, -2.42328, -3.65582], [5.28903, -3.82919, -2.66511], [0.63794, 3.04142, 0.25996], [1.45872, 1.52332, -0.09287], [1.90359, 2.97952, -1.00937], [-1.61531, 3.02356, -0.51316], [-4.32564, 2.19145, -3.01444], [-4.14633, 1.84969, -1.27688], [-3.85665, 3.49498, -1.87843], [-2.61880, 1.06960, -4.20640], [-1.26302, -0.46873, -5.12199], [0.00261, 0.59646, -5.68753], [0.40126, -0.79445, -4.64497], [2.08974, -0.36584, -4.32409], [2.44418, 1.37335, -4.24501], [4.42437, 1.01809, -3.14184], [4.33456, -0.66624, -3.69177], [4.96666, 1.18718, 1.68055], [4.83850, 1.91205, 0.07779], [3.49697, 0.97034, 0.72411], [6.80256, -0.19443, 1.52691], [-3.68890, -4.74334, -3.19612], [-3.75991, -3.88953, -2.01945], [-4.88561, -4.17397, -1.14773], [-2.98558, -2.79850, -1.79967], [-3.43695, -1.78748, -0.90709], [-2.53622, -0.88201, -0.39994], [-1.12530, -1.08912, -0.54250], [-0.21545, -0.48229, 0.35652], [-0.67313, 0.02618, 1.62143], [-0.00716, 1.07713, 2.31199], [-0.63502, 1.83696, 3.27673], [-0.15077, 3.15547, 3.72267], [0.40340, 4.08205, 2.80986], [0.99986, 5.26820, 3.25771], [0.97685, 5.59833, 4.61984], [0.31929, 4.75530, 5.52246], [-0.23008, 3.55712, 5.07159], [-1.78224, 1.24782, 3.99261], [-2.06301, 1.57959, 5.16890], [-2.52143, 0.18962, 3.27642], [-3.88609, -0.15870, 3.72666], [-4.83678, -0.71568, 2.82977], [-6.17569, -0.89518, 3.19452], [-6.60835, -0.51751, 4.47438], [-5.67369, -0.03857, 5.40250], [-4.33179, 0.09479, 5.04396], [-1.88433, -0.44097, 2.23083], [-0.75360, -1.87904, -1.68442], [-1.68001, -2.65717, -2.35902], [-2.88251, -4.48508, -3.89519], [-3.56968, -5.79240, -2.84949], [-4.63987, -4.66151, -3.74213], [-4.68772, -3.77990, -0.14384], [-5.81064, -3.70225, -1.51889], [-5.04504, -5.26056, -1.08786], [-4.48316, -1.75351, -0.59094], [-2.92345, -0.03303, 0.16996], [0.84705, -0.47244, 0.08247], [1.02446, 1.30462, 2.03386], [0.31331, 3.88162, 1.74306], [1.49575, 5.93151, 2.54530], [1.46146, 6.50365, 4.98729], [0.24177, 5.01135, 6.58062], [-0.76379, 2.92076, 5.76969], [-4.52865, -0.95368, 1.80958], [-6.88295, -1.30365, 2.46658], [-7.66282, -0.58289, 4.73845], [-5.98980, 0.24707, 6.40989], [-3.62194, 0.46178, 5.78523], [-2.33179, -1.36332, 1.85697], [0.28243, -1.83916, -2.01952], [-1.40218, -3.25181, -3.23569]], "lowdin_charge": [-0.056, -0.272, -0.016, -0.198, -0.054, -0.114, -0.039, -0.003, -0.045, -0.146, -0.189, -0.050, 0.006, -0.271, -0.050, -0.012, -0.195, -0.055, -0.129, -0.109, -0.185, -0.036, -0.006, 0.075, 0.086, 0.084, 0.122, 0.088, 0.075, 0.080, 0.046, 0.018, 0.107, 0.130, 0.077, 0.078, 0.085, 0.118, 0.082, 0.095, 0.057, 0.094, 0.139, 0.133, 0.091, 0.083, 0.094, 0.051, 0.118, -0.047, -0.192, -0.060, -0.224, -0.026, -0.047, -0.204, 0.050, -0.182, 0.022, -0.079, -0.152, -0.032, -0.088, -0.102, -0.080, -0.021, -0.267, 0.002, -0.077, -0.145, -0.035, -0.097, -0.102, -0.080, -0.023, -0.001, -0.009, -0.012, 0.077, 0.098, 0.092, 0.087, 0.098, 0.093, 0.104, 0.119, 0.068, 0.120, 0.074, 0.098, 0.096, 0.102, 0.096, 0.083, 0.096, 0.095, 0.103, 0.100, 0.120, 0.108, 0.098]}

What is the multiplicity in the third record?
1

Which value of multiplicity does entry 3 give?
1